Computed, not measured: C22H28N3O2SbSn as an isolated structure, with ωB97M-V/def2-TZVPD.

Positions of all 57 atoms, in Å:
Sn1 -0.73 0.42 -0.19
C1 -1.38 0.33 2.97
C2 -0.71 -0.99 2.78
C3 -0.77 -1.99 3.75
C4 -0.14 -3.20 3.55
C5 0.59 -3.41 2.38
C6 0.59 -2.38 1.47
N1 -0.04 -1.22 1.62
Sb1 1.93 -2.49 -0.22
C7 3.45 -0.88 -0.07
C8 4.81 -1.03 0.04
C9 5.47 0.20 0.08
C10 4.75 1.40 0.01
C11 3.36 1.42 -0.08
C12 2.54 2.66 -0.13
N2 2.79 0.19 -0.12
C13 0.83 -2.44 -2.08
C14 1.01 -3.46 -2.98
C15 0.34 -3.31 -4.20
C16 -0.41 -2.18 -4.43
C17 -0.54 -1.20 -3.44
C18 -1.36 0.02 -3.73
N3 0.07 -1.35 -2.24
H1 -1.48 0.57 4.03
H2 -2.38 0.34 2.54
H3 -0.79 1.14 2.52
H4 -1.31 -1.80 4.67
H5 -0.17 -3.97 4.31
H6 1.13 -4.34 2.22
H7 5.32 -1.98 0.09
H8 6.55 0.22 0.16
H9 5.27 2.35 0.05
H10 3.15 3.54 0.06
H11 1.76 2.64 0.64
H12 2.08 2.79 -1.11
H13 1.64 -4.32 -2.78
H14 0.44 -4.08 -4.97
H15 -0.91 -2.04 -5.38
H16 -0.96 0.55 -4.60
H17 -1.37 0.74 -2.91
H18 -2.39 -0.25 -3.97
C19 -2.61 -2.24 -0.30
O1 -2.55 -0.79 -0.36
C20 -3.82 -0.18 0.03
C21 -3.80 1.28 -0.32
O2 -2.53 1.80 0.14
C22 -2.47 3.27 0.16
H19 -2.95 -2.56 0.69
H20 -1.62 -2.63 -0.50
H21 -3.31 -2.60 -1.05
H22 -3.97 -0.34 1.10
H23 -4.63 -0.67 -0.51
H24 -4.62 1.79 0.18
H25 -3.89 1.45 -1.40
H26 -3.38 3.65 0.62
H27 -2.37 3.65 -0.85
H28 -1.61 3.55 0.77

E   -44157.1267 eV
F_max   0.027 hartree/bohr
Relative energy (zero: lowest compared OMol25 entry of this formula, charge and spin)   39.1 kcal/mol
2S+1   1
Total charge   +4
LUMO energy (spin up / spin down)   -16.28 / -16.28 eV
Highest occupied orbital energy (spin up / spin down)   -21.5 / -21.5 eV
M   607.0 Da

Computed, not measured: one molecule with the formula C5H7N3O2, with ωB97M-V/def2-TZVPD.

Positions of all 17 atoms, in Å:
C1 2.66 0.32 0.37
C2 1.84 -0.86 0.05
C3 -2.11 -1.00 0.44
C4 -2.26 0.09 -0.63
C5 0.83 1.59 -0.61
N1 -1.03 0.37 -1.31
N2 -0.09 0.82 -0.64
N3 2.18 1.62 0.07
O1 1.74 -0.41 1.29
O2 1.49 -1.69 -0.72
H1 3.72 0.10 0.50
H2 -1.64 -1.97 0.01
H3 -1.40 -0.73 1.27
H4 -3.20 -1.34 0.71
H5 -2.45 1.07 -0.13
H6 -3.05 -0.18 -1.37
H7 2.77 2.21 0.69

E   -13857.4194 eV
F_max   0.124 hartree/bohr
Relative energy (zero: lowest compared OMol25 entry of this formula, charge and spin)   156.1 kcal/mol
2S+1   1
LUMO energy   -0.16 eV
Highest occupied orbital energy   -8.5 eV
M   141.1 Da

Computed, not measured: C6H10O as an isolated structure, with ωB97M-V/def2-TZVPD.

Positions of all 17 atoms, in Å:
C1 1.14 -1.54 1.06
C2 0.16 -0.78 0.18
C3 -0.70 0.27 0.91
C4 -0.93 1.13 -0.27
C5 -1.47 1.41 -1.61
O1 -0.92 2.39 -0.49
C6 0.76 0.12 -0.91
H1 1.83 -0.84 1.55
H2 0.63 -2.11 1.84
H3 1.74 -2.23 0.46
H4 -0.52 -1.49 -0.30
H5 -1.62 -0.08 1.39
H6 -0.10 0.82 1.65
H7 -0.22 0.76 -1.74
H8 -2.55 1.59 -1.66
H9 1.55 0.77 -0.52
H10 1.15 -0.44 -1.77

E   -8425.2653 eV
F_max   0.007 hartree/bohr
Relative energy (zero: lowest compared OMol25 entry of this formula, charge and spin)   137.8 kcal/mol
2S+1   1
LUMO energy   0.93 eV
Highest occupied orbital energy   -8.0 eV
M   98.1 Da

Computed, not measured: C12H15BCl2N6O2Sr as an isolated structure, with ωB97M-V/def2-TZVPD.

Positions of all 39 atoms, in Å:
H1 -0.36 2.93 0.86
N1 0.07 1.69 -0.79
B1 0.68 0.72 -3.03
N2 0.60 1.92 -2.04
C1 0.92 3.22 -2.17
Sr1 -0.97 -0.62 0.03
H2 1.35 3.58 -3.09
C2 0.57 3.87 -0.98
H3 0.68 4.91 -0.75
C3 0.04 2.86 -0.14
H4 1.07 1.09 -4.10
C4 -1.91 -2.45 0.64
H5 -2.64 -2.88 1.33
H6 -0.91 -2.69 1.05
H7 -2.06 -2.87 -0.37
N3 -0.75 0.11 -3.14
N4 1.62 -0.36 -2.44
N5 -1.42 -0.42 -2.00
N6 1.31 -0.98 -1.25
C5 -1.54 -0.01 -4.21
C6 2.77 -0.87 -2.93
H8 -1.18 0.35 -5.17
H9 3.16 -0.51 -3.87
C7 -2.75 -0.60 -3.83
C8 3.23 -1.85 -2.04
C9 -2.64 -0.85 -2.46
C10 2.28 -1.88 -1.00
H10 -3.58 -0.83 -4.47
H11 4.11 -2.45 -2.14
H12 -3.36 -1.30 -1.77
H13 2.27 -2.49 -0.10
H14 -2.48 -0.92 0.74
Cl1 -2.21 -1.16 4.33
C11 -1.15 0.27 4.24
Cl2 0.24 0.18 5.31
C12 -0.70 0.33 2.75
O1 -1.45 1.07 2.03
O2 0.25 -0.40 2.39
H15 -1.73 1.16 4.48

E   -52278.0401 eV
F_max   0.257 hartree/bohr
2S+1   1
LUMO energy   -1.50 eV
Highest occupied orbital energy   -8.7 eV
M   444.6 Da

Computed, not measured: an isolated ion of composition C4H10N3 and charge +1, with ωB97M-V/def2-TZVPD.

Positions of all 17 atoms, in Å:
C1 1.67 -0.58 -1.22
C2 0.97 0.27 -0.18
C3 1.68 0.67 1.06
N1 -0.12 0.80 -0.50
N2 -1.26 1.21 -0.55
C4 -2.29 0.23 -0.12
N3 -1.79 -0.94 0.38
H1 1.05 -1.48 -1.11
H2 2.66 -0.73 -0.96
H3 1.55 -0.14 -2.24
H4 2.35 1.51 0.79
H5 2.14 -0.37 1.40
H6 0.98 1.05 1.90
H7 -2.77 0.78 0.64
H8 -3.00 0.19 -0.89
H9 -1.25 -0.92 1.25
H10 -2.55 -1.56 0.34

E   -8770.8896 eV
F_max   0.066 hartree/bohr
SMILES   CC(C)=[N+]=NCN
Relative energy (zero: lowest compared OMol25 entry of this formula, charge and spin)   85.5 kcal/mol
2S+1   1
Total charge   +1
LUMO energy   -4.87 eV
Highest occupied orbital energy   -14.4 eV
M   100.1 Da

Computed, not measured: a 2-piece molecular cluster, C3H6F2N2 overall, with ωB97M-V/def2-TZVPD.

Positions of all 13 atoms, in Å:
C1 0.03 0.01 0.76
C2 -0.58 0.16 -1.57
C3 -0.68 -0.78 -0.33
N1 1.21 -0.58 1.29
N2 1.45 0.35 0.48
F1 1.64 -0.83 2.56
F2 1.16 2.11 1.91
H1 -0.66 0.83 1.22
H2 -1.25 -0.24 -2.25
H3 0.36 0.28 -2.01
H4 -0.91 1.25 -1.31
H5 -0.14 -1.63 -0.71
H6 -1.61 -0.93 -0.04

E   -11615.0427 eV
F_max   0.120 hartree/bohr
Relative energy (zero: lowest compared OMol25 entry of this formula, charge and spin)   191.2 kcal/mol
2S+1   1
LUMO energy (spin up / spin down)   -1.63 / -2.39 eV
Highest occupied orbital energy (spin up / spin down)   -11.6 / -9.5 eV
M   108.1 Da